59
Properties=species:S:1:pos:R:3:lowdin_charge:R:1 method="wB97M-V/def2-TZVPD" orbital_gap_ha=0.270 e_tot_ha=-2869.7234 e_lumo_ev=2.28 total_charge=-1 e_above_lowest_kcal_mol=40.7
Pd 2.000 -1.059 -0.983 0.6957
N 1.521 -2.488 4.788 0.1183
N 1.606 -1.546 3.758 -0.3128
N 1.964 -0.309 3.975 0.1098
C 1.956 0.158 2.728 -0.2187
N 1.619 -0.773 1.823 0.0158
N 1.393 -1.873 2.515 0.0771
H 0.894 -2.095 5.480 0.0855
H 1.101 -3.308 4.367 0.0876
H 2.187 1.181 2.475 0.1012
C 0.784 2.050 -1.143 -0.2210
Si 2.348 1.123 -1.561 0.3998
C 2.666 1.348 -3.366 -0.2220
C 3.746 1.935 -0.629 -0.2278
H 0.988 3.104 -0.908 0.0243
H 0.276 1.583 -0.293 0.0075
H 0.093 2.009 -1.994 0.0316
H 2.673 2.424 -3.590 0.0318
H 1.870 0.861 -3.937 0.0157
H 3.630 0.927 -3.670 0.0156
H 3.465 2.976 -0.430 0.0195
H 4.661 1.919 -1.228 -0.0008
H 3.975 1.448 0.326 0.0096
O 3.250 -2.967 -0.550 -0.1659
N 3.809 -1.892 -0.885 -0.2366
C 4.935 -2.029 -1.542 -0.2971
C 5.490 -3.342 -1.790 -0.1908
N 5.923 -4.379 -2.021 0.1416
C 5.666 -0.840 -1.919 -0.1959
N 6.272 0.085 -2.230 0.1452
Cl -2.062 0.148 2.309 0.7582
C -2.604 1.624 1.567 -0.5529
C -2.144 2.806 2.127 -0.1257
C -2.476 4.035 1.589 -0.1012
C -3.283 4.069 0.464 -0.1302
C -3.748 2.890 -0.077 -0.5667
Cl -4.769 3.011 -1.497 0.6819
C -3.442 1.612 0.448 -0.2754
N -4.005 0.495 -0.125 0.0691
C -3.656 -0.883 0.068 -0.2583
C -4.219 -1.560 1.147 -0.0991
C -3.939 -2.896 1.362 -0.1013
C -3.104 -3.566 0.471 -0.0826
C -2.576 -2.894 -0.615 -0.0266
C -2.838 -1.541 -0.843 -0.1561
C -2.222 -0.884 -2.054 -0.0449
C -0.691 -0.803 -2.066 -0.6868
O -0.145 -0.672 -3.158 -0.0102
O -0.141 -0.855 -0.906 -0.1701
H -1.499 2.737 2.994 0.0987
H -2.099 4.949 2.028 0.1000
H -3.556 5.004 -0.008 0.0994
H -4.443 0.688 -1.009 0.0743
H -4.863 -1.009 1.822 0.1092
H -4.370 -3.413 2.211 0.0952
H -2.867 -4.613 0.625 0.0982
H -1.918 -3.414 -1.304 0.1257
H -2.579 0.139 -2.185 0.1124
H -2.504 -1.434 -2.951 0.1221